one.
C4H8FNO | ωB97M-V/def2-TZVPD

CARTESIAN COORDINATES (ANGSTROEM)
C 0.0491 -0.3599 0.3013
C 0.4780 -0.1607 2.0652
C -0.9352 -0.5650 -2.0929
C 0.1649 0.2667 -1.3572
N 1.0051 1.0315 2.4187
O 0.1005 -1.0685 2.7007
F -0.1158 1.5734 -1.5563
H -1.0745 -0.2805 0.3204
H 0.4684 -1.4578 0.2943
H -1.7170 0.2248 -2.2461
H -1.3221 -1.2238 -1.2732
H -0.5508 -0.9827 -3.0771
H 1.2008 0.0508 -1.7284
H 1.3465 1.6614 1.8205
H 0.9024 1.2904 3.4101

The calculation puts the gap between HOMO and LUMO at 10.411 eV. Its spin multiplicity is 1. Its total charge is 0. As for the SMILES: C[C@@H](F)CC(N)=O.

two.
C4H8FNO | ωB97M-V/def2-TZVPD

CARTESIAN COORDINATES (ANGSTROEM)
C 0.8934 -1.8838 -0.0036
C 0.9533 -0.4336 -0.3683
C -0.2795 0.2912 0.0457
C 0.0542 0.7052 1.3806
H 1.2089 -2.0959 1.0738
H -0.0719 -2.4796 -0.4189
H 1.6470 -2.5488 -0.4846
H 1.8208 0.1494 0.1200
H 1.0353 -0.1682 -1.4622
H -0.8550 1.1229 1.9532
H 0.5432 -0.1009 1.9623
H -2.3732 -0.5914 -1.9702
N -1.5008 0.1552 -0.4663
O -1.4157 -0.3406 -1.7528
F 1.0164 1.8086 1.1319

The calculation puts the gap between HOMO and LUMO at 10.516 eV. Its spin multiplicity is 1. Its total charge is 0. As for the SMILES: CC/C(CF)=N\O.

Verdict on stability: one comes out on top.